13
Properties=species:S:1:pos:R:3 method="wB97M-V/def2-TZVPD" orbital_gap_ev="8.9805 / 8.9796" e_lumo_ev="1.00 / 1.00" molar_mass_g_mol=81.1 e_homo_ha="-0.293 / -0.293"
N -0.276 1.799 0.527
C -0.284 1.086 1.511
C 0.039 -0.376 1.270
C 0.684 -0.806 -0.027
C -0.494 2.036 -0.701
C 0.207 -1.755 -0.830
H -0.933 -0.875 1.382
H 0.649 -0.674 2.125
H 1.622 -0.318 -0.292
H 0.289 2.457 -1.306
H -1.473 1.822 -1.111
H -0.726 -2.275 -0.613
H 0.729 -2.059 -1.735

***

101
Properties=species:S:1:pos:R:3 method="wB97M-V/def2-TZVPD" total_charge=+3 orbital_gap_ev=6.0068 e_lumo_ev=-8.44 molar_mass_g_mol=901.5 e_homo_ha=-0.531
Sn 0.161 1.633 -2.931
N 2.748 2.222 -2.595
C 3.427 3.325 -3.306
C 3.328 4.662 -2.572
C 2.099 5.535 -2.841
C 0.788 5.124 -2.161
N -0.049 4.237 -2.996
H 2.934 2.345 -1.603
H 3.211 1.356 -2.858
H 3.006 3.404 -4.311
H 4.489 3.080 -3.406
H 4.196 5.249 -2.875
H 3.424 4.491 -1.495
H 1.945 5.626 -3.920
H 2.352 6.531 -2.472
H 0.222 6.034 -1.930
H 0.999 4.606 -1.220
H -0.099 4.647 -3.929
H -1.005 4.275 -2.637
C -4.436 0.804 3.520
C -3.940 2.182 3.084
N -2.809 2.079 2.166
C -3.087 1.967 0.853
C -2.150 1.846 -0.131
C -2.570 1.682 -1.580
O -3.476 2.350 -2.020
O -1.862 0.821 -2.231
C -0.774 1.936 0.195
O 0.180 1.985 -0.633
C -0.483 1.991 1.611
C 0.848 1.949 2.033
C 1.170 1.941 3.358
F 2.489 1.894 3.647
C 0.186 1.976 4.377
C -1.137 2.022 3.944
C -1.500 2.038 2.589
N 0.495 1.895 5.729
C 1.871 1.673 6.163
C 1.921 1.453 7.678
N 0.688 0.739 8.098
C -0.517 1.610 7.923
C -0.281 2.571 6.746
H -5.235 0.918 4.248
H -3.638 0.213 3.968
H -4.831 0.259 2.665
H -3.657 2.794 3.941
H -4.745 2.705 2.565
H -4.132 1.980 0.577
H 1.633 1.923 1.293
H -1.919 2.027 4.686
H 2.528 2.516 5.920
H 2.254 0.786 5.654
H 1.977 2.392 8.230
H 2.801 0.861 7.930
H 0.764 0.422 9.070
H 0.592 -0.093 7.504
H -0.686 2.175 8.841
H -1.383 0.970 7.745
H 0.255 3.462 7.096
H -1.240 2.910 6.365
C -2.129 -5.638 -1.062
Si -2.221 -3.742 -1.203
C -3.924 -3.076 -1.726
C -1.596 -2.934 0.415
Si -0.780 -3.022 -3.020
Te 0.830 -1.213 -2.222
Si 2.691 -3.011 -1.758
C 3.069 -2.794 0.089
C 1.831 -4.663 -2.161
C 4.215 -2.659 -2.825
Si -0.554 -3.695 -5.388
C -0.513 -5.594 -5.418
C 1.065 -2.956 -6.068
C -2.109 -2.945 -6.175
H -2.907 -5.996 -0.393
H -1.182 -5.990 -0.663
H -2.285 -6.128 -2.019
H -4.682 -3.276 -0.974
H -4.258 -3.541 -2.649
H -3.893 -2.001 -1.886
H -2.360 -3.005 1.186
H -1.369 -1.880 0.269
H -0.702 -3.424 0.794
H 2.270 -3.184 0.715
H 3.210 -1.745 0.338
H 3.981 -3.317 0.360
H 0.915 -4.785 -1.587
H 2.473 -5.507 -1.925
H 1.588 -4.733 -3.218
H 4.492 -1.608 -2.795
H 4.068 -2.941 -3.865
H 5.066 -3.224 -2.455
H 0.404 -6.011 -5.013
H -0.584 -5.936 -6.448
H -1.346 -6.037 -4.881
H 1.939 -3.534 -5.779
H 1.224 -1.926 -5.755
H 1.031 -2.960 -7.155
H -3.015 -3.393 -5.776
H -2.118 -3.113 -7.248
H -2.173 -1.872 -6.015

***

15
Properties=species:S:1:pos:R:3 method="wB97M-V/def2-TZVPD" orbital_gap_ev=11.2701 e_lumo_ev=0.78 molar_mass_g_mol=104.1 smiles="C[C@@H](O)COC=O" e_homo_ha=-0.385
C -0.579 1.110 -0.723
C -0.588 0.319 0.575
O -1.924 0.287 1.061
C -0.122 -1.131 0.362
O 0.844 -1.280 -0.693
C 1.923 -0.500 -0.667
O 2.272 0.216 0.237
H -1.096 0.569 -1.521
H 0.449 1.317 -1.029
H -1.069 2.072 -0.567
H 0.069 0.816 1.297
H -1.899 0.077 2.002
H -0.981 -1.711 0.015
H 0.264 -1.578 1.286
H 2.437 -0.583 -1.634

***

98
Properties=species:S:1:pos:R:3 method="wB97M-V/def2-TZVPD" total_charge=+1 orbital_gap_ev=6.4373 e_lumo_ev=-4.10 molar_mass_g_mol=921.7 e_homo_ha=-0.387
C 6.106 -1.066 2.155
C 4.460 -0.794 2.274
C 4.138 0.010 3.692
C 3.929 0.024 0.934
C 2.278 -0.168 0.754
C 2.073 -1.767 0.364
C 1.788 0.744 -0.519
O 0.862 1.837 -0.184
C -0.343 1.359 0.513
N -0.591 2.043 1.856
C 0.299 3.087 2.494
C 0.369 4.520 1.702
O 1.374 5.388 2.001
I -1.072 5.207 0.185
C -1.888 1.397 2.293
C -2.722 1.729 3.671
C -2.862 3.342 3.961
C -2.294 3.719 5.484
S -3.070 2.690 6.849
O -4.501 2.189 6.413
O -3.209 3.462 8.193
O -2.188 1.244 7.205
C -2.452 0.274 1.240
N -3.696 -0.570 1.414
C -4.776 0.030 0.797
S -6.010 0.481 -0.314
N -1.412 0.355 0.144
C -1.472 -0.463 -1.126
C -1.399 -2.055 -0.721
O -2.770 -2.587 -0.772
C -3.017 -3.605 0.261
C -4.603 -4.088 0.048
F -5.307 -2.887 -0.515
F -4.650 -5.257 -0.898
C -5.324 -4.560 1.446
F -5.285 -3.353 2.354
F -4.540 -5.617 2.183
C -6.905 -4.971 1.305
F -7.450 -4.856 -0.081
F -7.814 -4.122 2.161
C -7.229 -6.538 1.776
F -7.157 -6.694 3.267
F -6.446 -7.550 1.030
H 6.291 -2.050 2.793
H 6.344 -1.226 1.019
H 6.637 -0.136 2.638
H 3.982 -1.861 2.397
H 5.080 -0.106 4.382
H 3.266 -0.596 4.224
H 3.795 1.125 3.523
H 4.101 1.174 1.176
H 4.528 -0.231 -0.040
H 1.818 0.131 1.788
H 1.593 -1.940 -0.691
H 3.142 -2.297 0.323
H 1.431 -2.338 1.161
H 1.375 0.098 -1.434
H 2.772 1.266 -0.948
H -0.011 3.225 3.618
H 1.405 2.638 2.521
H -3.833 1.334 3.480
H -2.289 1.104 4.561
H -2.238 4.020 3.213
H -3.990 3.712 3.834
H -1.135 3.534 5.467
H -2.467 4.883 5.594
H -1.310 1.234 6.714
H -2.564 -0.292 -1.578
H -0.726 -0.134 -1.966
H -0.996 -2.200 0.381
H -0.741 -2.715 -1.429
H -2.367 -4.578 0.054
H -2.862 -3.244 1.364
H -8.370 -6.723 1.484
C 4.574 0.867 -3.271
O 3.183 0.928 -3.555
C 2.713 2.266 -3.757
C 2.275 2.461 -5.217
N 3.430 2.466 -6.121
C 3.063 2.407 -7.540
C 2.370 1.122 -8.035
O 3.208 -0.034 -7.999
C 3.208 -0.721 -6.755
H 4.827 -0.167 -3.021
H 5.161 1.161 -4.145
H 4.827 1.503 -2.417
H 3.456 3.016 -3.458
H 1.839 2.394 -3.110
H 1.741 3.413 -5.309
H 1.583 1.651 -5.469
H 4.018 1.663 -5.909
H 3.994 2.526 -8.107
H 2.434 3.273 -7.781
H 2.125 1.276 -9.093
H 1.415 0.934 -7.532
H 2.249 -0.648 -6.234
H 4.017 -0.352 -6.124
H 3.410 -1.780 -6.953